1.
C12H28N6O6RhS | ωB97M-V with the def2-TZVPD basis set

The LUMO energy (spin up / spin down) comes out at -4.65 / -6.16 eV. As for the highest occupied orbital energy (spin up / spin down): -8.923 / -11.918 eV. As for the spin multiplicity: 5. The orbital gap (spin up / spin down) is 4.274 / 5.759 eV. Its expectation value of S² is 6.04. The net charge is +1.

Cartesian coordinates (Å):
O 0.204 -2.592 -5.137
H 0.531 -3.288 -5.729
Rh -0.019 -0.229 -0.574
N -1.756 -0.648 0.195
N -1.194 0.002 -2.143
N 1.396 -0.542 0.763
N 1.574 -0.240 -1.690
O -1.890 -1.249 1.319
O 1.214 -0.924 2.078
O 1.595 -0.288 -3.025
O -0.850 0.080 -3.386
C -2.500 0.193 -1.847
C -2.802 -0.092 -0.492
C 2.654 -0.344 0.371
C 2.753 -0.226 -1.051
C -4.033 0.315 0.220
H -3.811 1.144 0.909
H -4.468 -0.515 0.787
H -4.769 0.665 -0.510
C -3.397 0.697 -2.923
H -3.449 -0.035 -3.741
H -3.037 1.645 -3.352
H -4.410 0.864 -2.548
C 3.806 -0.333 1.330
C 4.030 -0.194 -1.803
H 3.528 -0.741 2.309
H 4.200 0.681 1.501
H 4.642 -0.923 0.928
H 3.867 0.121 -2.838
H 4.501 -1.188 -1.824
H 4.732 0.492 -1.317
H 0.252 -1.118 2.179
H 0.552 -0.154 -3.280
C -0.123 -3.215 -3.898
H -1.005 -2.696 -3.516
H 0.705 -3.079 -3.193
H -0.342 -4.289 -4.011
O -0.331 -3.578 -0.037
H 0.528 -3.235 0.256
H -0.975 -3.164 0.575
C -0.488 0.993 4.621
N -0.813 1.069 3.198
C -0.233 1.921 2.353
S -0.650 2.041 0.684
N 0.716 2.782 2.881
C 0.232 4.034 3.507
H 0.472 1.493 4.785
H -0.409 -0.058 4.926
H -1.266 1.489 5.218
H -1.496 0.411 2.816
H 1.423 2.992 2.171
H 1.072 4.462 4.063
H -0.056 4.760 2.730
H -0.604 3.832 4.195


2.
C12H29CuN7O10P2 | ωB97M-V with the def2-TZVPD basis set

The LUMO energy (spin up / spin down) comes out at -0.49 / -0.49 eV. As for the highest occupied orbital energy (spin up / spin down): -6.207 / -6.170 eV. As for the spin multiplicity: 2. The orbital gap (spin up / spin down) is 5.720 / 5.683 eV. Its expectation value of S² is 0.75. The value obtained for the energy above the lowest of the compared OMol25 structures with the same formula, charge and spin is 24.0 kcal/mol.

Cartesian coordinates (Å):
Cu -1.120 -0.502 0.780
C 1.136 1.321 4.349
C 0.226 0.945 3.214
N 0.632 0.374 2.142
O 2.005 0.055 2.093
C -1.201 1.192 3.341
C -1.741 2.015 4.483
N -2.016 0.618 2.490
O -3.265 0.707 2.562
H 2.156 1.035 4.111
H 0.821 0.813 5.262
H 1.097 2.394 4.534
H 1.961 -0.896 1.869
H -1.554 1.542 5.452
H -2.816 2.109 4.346
H -1.297 3.013 4.503
N -2.472 -4.189 0.986
C -1.004 -4.205 0.600
C -0.417 -5.594 0.635
P -0.229 -2.990 1.765
O -0.288 -3.956 3.086
O 1.158 -2.616 1.422
O -1.303 -1.949 1.984
P -1.051 -3.384 -1.079
O -2.039 -4.513 -1.775
O 0.243 -3.351 -1.794
O -1.862 -2.152 -0.825
H -2.626 -4.575 1.917
H -3.028 -4.660 0.270
H -2.719 -3.181 0.997
H -0.519 -6.043 1.623
H 0.647 -5.522 0.408
H -0.884 -6.232 -0.117
H 0.071 -3.467 3.844
H -1.689 -4.713 -2.656
N 0.545 -0.535 -0.638
C 0.094 0.273 -1.766
C 1.278 1.007 -2.426
C 1.001 1.524 -3.844
C 1.968 2.614 -4.328
N 2.302 3.693 -3.386
C 1.483 4.620 -2.883
N 2.056 5.728 -2.354
N 0.178 4.505 -2.934
C -1.055 1.207 -1.317
O -1.416 2.136 -2.095
O -1.631 0.985 -0.230
H 1.306 -0.086 -0.139
H 0.833 -1.462 -0.940
H -0.368 -0.404 -2.491
H 2.110 0.301 -2.458
H 1.577 1.829 -1.770
H -0.024 1.870 -3.908
H 1.097 0.698 -4.552
H 1.573 3.060 -5.244
H 2.927 2.154 -4.564
H 3.284 3.871 -3.273
H 3.052 5.811 -2.275
H 1.504 6.323 -1.763
H -0.347 3.558 -2.706
H -0.341 5.277 -2.539


3.
C12H30AgNO5 | ωB97M-V with the def2-TZVPD basis set

The LUMO energy (spin up / spin down) comes out at 2.60 / 2.32 eV. As for the highest occupied orbital energy (spin up / spin down): -2.938 / -2.372 eV. As for the spin multiplicity: 2. The orbital gap (spin up / spin down) is 5.539 / 4.687 eV. Its expectation value of S² is 0.76. The net charge is -1.

Cartesian coordinates (Å):
Ag 0.458 0.623 -0.236
C -1.187 2.124 2.974
C -1.355 2.421 1.428
O -0.305 2.886 0.606
H -2.139 1.735 3.335
H -1.051 2.985 3.629
H -0.352 1.431 3.078
H -2.164 3.150 1.455
H -1.553 1.432 1.014
C 2.584 0.165 2.592
C 3.482 0.696 1.488
O 2.694 1.164 0.404
H 2.055 0.854 3.250
H 3.205 -0.490 3.204
H 1.943 -0.608 2.167
H 4.185 -0.036 1.091
H 4.071 1.586 1.706
C -0.122 2.282 -4.052
C 1.085 1.477 -3.510
O 1.545 1.728 -2.273
H -0.348 2.028 -5.088
H 0.123 3.344 -4.092
H -0.946 2.114 -3.359
H 1.860 1.526 -4.275
H 0.800 0.426 -3.474
C -1.894 -1.244 2.059
O -0.599 -1.234 1.484
C 0.075 -2.513 1.573
C 1.206 -2.594 0.484
N 1.104 -1.616 -0.576
C 0.139 -2.103 -1.515
C -1.335 -1.607 -1.336
O -1.300 -0.225 -1.505
C -2.538 0.483 -1.757
H -2.041 -1.002 3.111
H -2.566 -2.028 1.706
H -2.449 -0.528 1.452
H -0.523 -3.301 1.114
H 0.462 -2.871 2.527
H 1.392 -3.604 0.120
H 2.117 -2.398 1.050
H 2.014 -1.826 -0.959
H 0.180 -3.189 -1.599
H 0.440 -1.721 -2.491
H -1.878 -1.941 -0.452
H -1.927 -2.037 -2.143
H -2.550 1.412 -1.187
H -3.421 -0.048 -1.403
H -2.673 0.688 -2.819


Question: Among the records above, which one has the highest spin multiplicity?
Answer: C12H28N6O6RhS


Question: spin multiplicity of number 1 (C12H28N6O6RhS)?
Answer: 5


Question: spin multiplicity of number 1 (C12H28N6O6RhS)?
Answer: 5